The following is a DFT calculation (wB97M-V/def2-TZVPD) of an isolated molecule of C4H4ClOP.

Output
relative energy (zero: lowest compared OMol25 entry of this formula, charge and spin) = 1.335 eV
energy = -28069.3498 eV
HOMO-LUMO gap (alpha / beta) = 0.2407 / 0.2404 Eh
HOMO (alpha / beta) = -7.22 / -7.22 eV
net charge = 0
LUMO (alpha / beta) = -0.67 / -0.67 eV
spin multiplicity = 1

XYZ file:
```
11
Properties=species:S:1:pos:R:3:forces:R:3
C -1.0973 -0.8109 0.1020 0.52 -1.75 0.47
C 0.2393 -0.9746 0.1426 -0.58 0.30 0.02
C -1.7660 0.3525 -0.2807 0.79 3.56 -1.07
C 1.2805 0.0171 -0.2324 -0.05 0.66 -0.30
O -2.7846 0.9245 -0.3852 0.98 -1.21 0.24
P 0.6746 1.7108 -0.7822 -1.63 -1.95 -0.71
Cl 0.7417 2.6399 1.0027 0.01 0.64 1.22
H -1.7341 -1.6476 0.3765 -0.03 -0.01 0.11
H 0.6108 -1.9302 0.4956 -0.10 -0.14 -0.01
H 1.9668 0.1388 0.6098 0.07 -0.07 -0.03
H 1.8681 -0.4203 -1.0489 0.03 -0.03 0.06
```
Forces are in eV/Å.